Density functional theory data (ωB97M-V with the def2-TZVPD basis set) for a 2-piece molecular cluster, C3H6NO2 overall at a distorted geometry.

The geometry in XYZ format:
```
12
Properties=species:S:1:pos:R:3:forces:R:3:mulliken_charge:R:1
C 1.81686 -0.08457 -0.10213 -0.1 0.6 1.0 0.529
C 1.45438 1.40340 -0.05363 -0.2 0.8 -1.0 -0.297
C -2.38450 -0.53695 0.17816 -2.8 -0.7 2.0 -0.394
N 0.62133 0.18204 0.09613 -1.1 -0.2 0.7 -0.075
O 2.80371 -0.86168 -0.08469 1.4 2.5 -0.7 -0.353
O -1.38126 -0.22521 -0.57941 1.1 -0.3 -0.4 -0.244
H 1.73665 2.12612 0.78902 -0.7 -1.5 -1.1 0.266
H 1.27418 1.79116 -1.07794 0.7 0.4 0.9 0.255
H -3.22504 -0.57865 -0.60107 0.3 0.4 0.0 0.318
H -2.70170 0.24113 0.96674 0.5 -1.3 -1.0 0.296
H -2.72175 -1.68212 0.47126 1.6 2.1 -0.4 0.310
H 2.70713 -1.77466 -0.00244 -0.8 -2.9 0.2 0.390
```
Forces are in eV/Å.

Calculated values
Charge: +1
Orbital gap (alpha / beta), eV: 6.87 / 8.64

---

Density functional theory data (ωB97M-V with the def2-TZVPD basis set) for a 2-piece molecular cluster, C3H6NO2 overall at a distorted geometry.

The geometry in XYZ format:
```
12
Properties=species:S:1:pos:R:3:forces:R:3:mulliken_charge:R:1
C 0.04984 0.08851 0.79017 1.9 0.0 0.4 0.224
C -0.29799 0.00189 -0.44555 -5.2 2.7 -4.6 -0.545
C 0.19954 0.79971 2.00432 -0.8 1.0 -0.5 0.312
N -0.09384 -1.07141 -1.43599 0.4 0.1 -0.1 -0.247
O 0.98998 -0.33949 1.68419 -0.7 -1.4 -0.5 -0.405
O 0.86185 1.95466 2.00657 0.1 1.2 2.1 -0.461
H -1.37078 0.76504 -1.11416 3.7 -2.0 3.0 0.218
H -0.63994 0.71392 2.65674 -0.1 -0.4 1.1 0.402
H -0.45490 -1.91537 -1.02151 0.3 -1.0 0.1 0.366
H 0.86945 -1.16769 -1.79036 -0.2 -0.2 0.3 0.371
H -0.70418 -0.91621 -2.24618 0.3 0.2 0.2 0.392
H 0.85533 2.25685 2.96159 0.3 0.0 -1.6 0.373
```
Forces are in eV/Å.

Calculated values
Charge: +1
Orbital gap, eV: 10.54

---

Density functional theory data (ωB97M-V with the def2-TZVPD basis set) for a 2-piece molecular cluster, C3H6NO2 overall at a distorted geometry.

The geometry in XYZ format:
```
12
Properties=species:S:1:pos:R:3:forces:R:3:mulliken_charge:R:1
C -2.17244 0.85841 -0.22223 1.0 -2.7 1.4 -0.220
C 2.34995 0.29651 0.02347 1.1 0.1 -0.7 -0.053
C -0.58860 -0.91916 0.47012 -2.0 -1.3 -4.4 0.287
N -1.56470 -0.13854 0.22788 -1.2 0.6 -0.7 -0.130
O -0.25339 -1.91808 -0.36062 0.3 0.6 2.2 -0.394
O 1.14924 0.23907 -0.09390 0.6 0.5 -0.9 -0.382
H -3.16846 1.06900 -0.16051 -3.0 -0.5 0.7 0.314
H 2.75061 0.21770 1.04255 0.5 0.0 -0.1 0.247
H 3.10538 0.41090 -0.87975 -1.5 -0.1 1.6 0.242
H -1.71265 1.58255 -0.72095 2.8 3.0 -2.0 0.308
H -0.37122 -0.88809 1.45758 1.8 -0.8 2.8 0.408
H -0.42336 -1.84470 -1.31089 -0.4 0.6 0.2 0.372
```
Forces are in eV/Å.

Calculated values
Charge: +1
Orbital gap, eV: 10.09

---

Density functional theory data (ωB97M-V with the def2-TZVPD basis set) for an isolated ion of composition C3H6NO2 and charge +1 at a distorted geometry.

The geometry in XYZ format:
```
12
Properties=species:S:1:pos:R:3:forces:R:3:mulliken_charge:R:1
N -1.82552 0.99323 0.09879 -0.8 1.3 -2.0 -0.296
C -1.02788 0.01280 -0.09670 2.5 -0.7 0.6 0.305
C -0.38022 -1.25133 0.36639 -1.8 -0.5 1.0 -0.377
C 0.44731 -0.28113 -0.46196 0.7 -0.8 -2.7 -0.109
O 1.40810 0.48624 0.11953 -0.1 2.0 1.6 -0.221
O 2.80667 0.11517 -0.05632 -0.4 0.2 -0.3 -0.300
H -2.84105 1.00908 0.39841 1.6 -0.7 0.0 0.324
H -1.57579 1.84097 -0.47670 -0.3 -0.8 1.1 0.340
H -0.75036 -2.28134 0.03731 0.8 1.5 0.3 0.310
H -0.29064 -1.12693 1.50402 0.1 -0.4 -1.5 0.272
H 0.78033 -0.50883 -1.57663 -1.4 0.0 2.2 0.386
H 3.24906 0.99208 0.14387 -0.9 -1.1 -0.3 0.365
```
Forces are in eV/Å.

Calculated values
SMILES string: [NH2+]=C1C[C@@H]1OO
Charge: +1
Orbital gap, eV: 8.76

---

The evaluated M for the records listed, in turn: 88.086 88.086 88.086 88.086 g/mol.